--- a ---
{
  "formula": "C5H9N2",
  "method": "ωB97M-V/def2-TZVPD",
  "total_charge": 1,
  "multiplicity": 1,
  "smiles": "[H]/N=C(\\CC)[NH+]=C=C",
  "homo_lumo_gap_ev": 10.291,
  "elements": ["C", "C", "H", "H", "C", "H", "C", "H", "N", "H", "H", "H", "C", "H", "N", "H"],
  "coordinates": [[-3.39, -0.12, -0.16], [2.54, -0.25, -0.18], [-4.12, -0.44, -0.79], [-4.21, -0.30, 0.65], [0.16, -0.12, 0.17], [1.53, 1.42, 0.71], [1.36, 0.71, -0.11], [2.49, -1.10, -0.87], [-0.05, -1.34, 0.31], [0.79, -1.90, 0.31], [3.34, 0.39, -0.20], [1.23, 1.29, -1.13], [-2.28, 0.35, -0.05], [-0.80, 1.61, 0.47], [-1.09, 0.68, 0.10], [2.51, -0.88, 0.78]],
  "nbo_charge": [-0.4835, -0.6020, 0.3221, 0.3547, 0.4382, 0.2500, -0.5053, 0.2339, -0.5555, 0.3797, 0.2387, 0.2582, 0.5398, 0.4486, -0.5250, 0.2072]
}

=====

--- b ---
{
  "formula": "C5H9N2",
  "method": "ωB97M-V/def2-TZVPD",
  "total_charge": 1,
  "multiplicity": 1,
  "smiles": "CCc1c[nH]c[nH+]1",
  "homo_lumo_gap_ev": 10.268,
  "elements": ["H", "H", "H", "H", "H", "C", "H", "N", "C", "N", "H", "C", "H", "C", "H", "C"],
  "coordinates": [[1.77, -1.08, -0.55], [0.62, 0.93, 1.93], [2.03, -0.25, -2.75], [-3.14, 0.23, 0.21], [-1.36, -0.71, -1.35], [0.00, -0.01, 0.05], [1.93, 0.61, -0.57], [-1.48, 0.57, 1.57], [-2.12, 0.21, 0.36], [-1.21, -0.12, -0.55], [0.65, 0.62, -2.89], [1.02, -0.25, -2.34], [0.54, -1.08, -2.74], [1.20, -0.19, -0.82], [-1.88, 0.92, 2.46], [-0.14, 0.56, 1.28]],
  "nbo_charge": [0.2495, 0.2600, 0.2544, 0.2404, 0.4656, 0.1556, 0.2497, -0.4567, 0.2599, -0.4473, 0.2311, -0.6468, 0.2123, -0.4551, 0.4714, -0.0439]
}

=====

How do the energies compare? Relative to the most stable structure, in kJ/mol: a 376.1; b 0.0.

=====

--- a ---
{
  "formula": "C5H9N2",
  "method": "ωB97M-V/def2-TZVPD",
  "total_charge": 1,
  "multiplicity": 1,
  "homo_lumo_gap_ev": [7.233, 7.226],
  "elements": ["H", "H", "C", "H", "C", "H", "H", "H", "C", "H", "C", "N", "H", "C", "N", "H"],
  "coordinates": [[2.84, 0.04, -0.69], [1.38, 0.56, -1.30], [-3.38, -0.40, -0.42], [-0.12, -2.07, -0.10], [1.09, -0.03, 0.72], [-3.57, -1.30, -0.92], [1.52, -0.79, 1.34], [-2.87, 1.62, -0.05], [-0.39, -0.24, 0.53], [1.65, -1.16, -1.04], [1.83, -0.12, -0.64], [-1.28, 0.76, 0.44], [1.19, 0.97, 1.21], [-2.61, 0.57, -0.04], [-0.81, -1.35, 0.15], [-0.99, 1.64, 0.94]],
  "nbo_charge": [0.2417, 0.2104, 0.2933, 0.3943, -0.4439, 0.2708, 0.2523, 0.3188, 0.4529, 0.2039, -0.5776, -0.5403, 0.2189, -0.1248, -0.6152, 0.4445]
}

=====

--- b ---
{
  "formula": "C5H9N2",
  "method": "ωB97M-V/def2-TZVPD",
  "total_charge": 1,
  "multiplicity": 1,
  "smiles": "CC/[N+](C)=c1\\cn1",
  "homo_lumo_gap_ev": 10.650,
  "elements": ["H", "H", "C", "C", "C", "H", "N", "N", "H", "C", "H", "C", "H", "H", "H", "H"],
  "coordinates": [[1.44, 1.35, 2.10], [-2.37, -0.09, 0.46], [0.34, -0.50, -1.16], [-1.92, -0.40, -0.52], [1.62, -0.98, -1.51], [-0.95, 0.23, 1.70], [-0.50, -0.05, -0.29], [0.60, -1.43, -2.19], [-0.49, 1.79, 0.83], [1.28, 0.73, 1.18], [1.64, 1.15, 0.19], [-0.27, 0.69, 0.91], [-1.98, -1.54, -0.77], [1.54, -0.28, 1.33], [2.57, -0.84, -1.08], [-2.56, 0.16, -1.17]],
  "nbo_charge": [0.2639, 0.2315, 0.4202, -0.4330, 0.1565, 0.2389, -0.3146, -0.1546, 0.2401, -0.6095, 0.2042, -0.2246, 0.2421, 0.2051, 0.2832, 0.2507]
}

=====

How do the energies compare? Relative to the most stable structure, in kJ/mol: a 88.9; b 0.0.

=====

--- a ---
{
  "formula": "C3H2Cl2O2",
  "method": "ωB97M-V/def2-TZVPD",
  "total_charge": 0,
  "multiplicity": 1,
  "homo_lumo_gap_ev": [7.333, 8.354],
  "elements": ["H", "C", "Cl", "H", "O", "O", "Cl", "C", "C"],
  "coordinates": [[1.72, -0.02, -0.21], [-3.15, 0.03, -0.19], [-0.63, -2.72, 0.58], [0.53, -0.78, 1.51], [0.91, -1.09, -1.66], [-2.92, -1.00, -0.70], [-4.47, 1.08, -0.31], [1.05, -0.87, -0.47], [0.50, -1.42, 0.72]],
  "nbo_charge": [0.1071, 0.4260, 0.0842, 0.1964, -0.4768, -0.4503, 0.0245, 0.2724, -0.1835]
}

=====

--- b ---
{
  "formula": "C3H2Cl2O2",
  "method": "ωB97M-V/def2-TZVPD",
  "total_charge": 0,
  "multiplicity": 1,
  "homo_lumo_gap_ev": [6.480, 9.008],
  "elements": ["H", "H", "C", "C", "C", "Cl", "Cl", "O", "O"],
  "coordinates": [[0.27, -2.01, 0.35], [0.59, 2.49, -1.15], [-0.52, -1.26, -0.04], [-0.20, 2.28, -0.41], [-1.64, -1.79, 0.43], [-1.85, 2.09, -0.66], [0.34, 2.63, 1.12], [-2.58, -2.41, 0.68], [-0.23, -0.24, -0.63]],
  "nbo_charge": [0.1638, 0.2170, 0.0461, -0.3080, 0.6444, 0.0551, 0.0499, -0.3740, -0.4944]
}

=====

--- c ---
{
  "formula": "C3H2Cl2O2",
  "method": "ωB97M-V/def2-TZVPD",
  "total_charge": 0,
  "multiplicity": 1,
  "smiles": "O=C[C@H](Cl)C(=O)Cl",
  "homo_lumo_gap_ev": 10.463,
  "elements": ["H", "Cl", "C", "H", "O", "O", "C", "Cl", "C"],
  "coordinates": [[-0.77, -0.11, -1.01], [-1.19, 2.14, -0.64], [-2.39, 0.19, 0.55], [1.34, -0.07, 0.14], [-2.89, 0.52, 1.55], [1.25, 1.87, 0.41], [0.79, 0.80, 0.22], [-3.42, -0.69, -0.48], [-0.94, 0.56, -0.19]],
  "nbo_charge": [0.2162, 0.0638, 0.5144, 0.1290, -0.4727, -0.4454, 0.4755, -0.0153, -0.4655]
}

=====

How do the energies compare? Relative to the most stable structure, in kJ/mol: a 131.5; b 197.0; c 0.0.